(1)
The following is a DFT calculation (the ωB97M-V functional and the def2-TZVPD basis) of 5 unconnected molecules or ions with the total composition C21H48N3O4S.

The geometry in ORCA input format:
```
! wB97M-V def2-TZVPD RIJCOSX def2/J DEFGRID3
* xyz 1 1
C -2.020 2.989 -0.948
C -3.327 3.548 -0.119
S -4.351 2.219 0.717
C -3.739 2.039 2.515
C -2.187 1.520 2.419
C -1.692 0.418 1.261
N -0.248 0.012 1.324
N 0.794 0.373 2.111
C 0.552 1.344 3.200
C -0.949 1.935 3.410
C -1.214 2.990 4.662
C -0.226 4.297 4.657
N 1.214 4.017 5.025
H -1.104 2.691 -0.267
H -2.283 2.109 -1.711
H -1.639 3.897 -1.614
H -2.953 4.302 0.698
H -4.037 4.060 -0.924
H -3.883 3.092 3.005
H -4.345 1.194 3.099
H -2.447 -0.039 0.458
H 0.003 -0.717 0.585
H 1.461 1.634 3.917
H -1.268 2.426 5.706
H -2.318 3.409 4.488
H -0.297 4.926 3.646
H -0.643 5.035 5.498
H 1.820 4.325 4.230
H 1.516 4.501 5.900
C -7.415 2.701 5.365
C -8.213 3.372 4.258
C -8.973 2.351 3.426
O -7.327 4.103 3.414
H -6.672 2.011 4.949
H -6.864 3.446 5.947
H -8.071 2.142 6.041
H -8.917 4.089 4.694
H -8.285 1.649 2.942
H -9.533 2.847 2.626
H -9.675 1.782 4.044
H -6.699 3.474 3.022
C -0.130 -4.377 -0.621
C -0.773 -3.136 -1.220
C -1.010 -3.301 -2.713
O 0.074 -2.012 -0.998
H 0.846 -4.573 -1.079
H 0.046 -4.239 0.451
H -0.765 -5.258 -0.761
H -1.724 -2.935 -0.716
H -0.065 -3.459 -3.245
H -1.462 -2.396 -3.133
H -1.671 -4.149 -2.916
H 0.921 -2.182 -1.442
C 3.666 -2.941 -5.087
C 3.754 -3.554 -3.698
C 4.442 -4.909 -3.733
O 2.442 -3.704 -3.164
H 3.081 -3.577 -5.760
H 3.158 -1.971 -5.048
H 4.661 -2.798 -5.519
H 4.304 -2.879 -3.032
H 3.884 -5.616 -4.358
H 4.487 -5.344 -2.729
H 5.460 -4.825 -4.125
H 1.946 -4.301 -3.749
C 9.284 -1.556 -3.618
C 8.182 -1.943 -4.591
C 6.952 -1.068 -4.411
O 7.826 -3.307 -4.384
H 8.953 -1.682 -2.581
H 10.159 -2.202 -3.751
H 9.592 -0.516 -3.763
H 8.550 -1.853 -5.619
H 6.538 -1.177 -3.402
H 6.162 -1.366 -5.110
H 7.189 -0.013 -4.580
H 7.498 -3.397 -3.474
*
```

Calculated values
LUMO = -4.38 eV

=====

(2)
The following is a DFT calculation (the ωB97M-V functional and the def2-TZVPD basis) of 5 unconnected molecules or ions with the total composition C21H48N7O5S.

The geometry in ORCA input format:
```
! wB97M-V def2-TZVPD RIJCOSX def2/J DEFGRID3
* xyz 1 1
O 3.554 -2.358 1.494
C 2.785 -1.743 0.895
N 2.037 -1.003 0.265
C 0.721 -1.305 -0.049
C 0.427 -1.917 -1.296
N -0.791 -2.185 -1.679
N -1.766 -1.869 -0.842
C -1.620 -1.293 0.355
S -3.082 -0.948 1.270
C -0.335 -0.974 0.780
H 1.223 -2.179 -1.985
H -2.702 -2.102 -1.163
H -3.016 -2.011 2.085
H -0.185 -0.479 1.731
C -2.673 0.937 6.984
C -3.451 0.480 5.756
C -3.551 -1.041 5.585
O -2.374 -1.669 5.100
C -1.386 -1.938 6.083
N -2.883 1.113 4.561
H -1.596 0.856 6.830
H -2.891 1.984 7.191
H -2.940 0.353 7.866
H -4.480 0.836 5.864
H -4.310 -1.242 4.822
H -3.886 -1.525 6.510
H -1.845 -2.211 7.036
H -0.722 -1.085 6.240
H -0.793 -2.780 5.727
H -3.480 0.877 3.774
H -2.000 0.649 4.370
C -3.776 5.107 -0.513
C -3.489 3.700 0.001
C -4.213 2.599 -0.786
O -5.587 2.461 -0.513
C -6.442 3.380 -1.174
N -3.757 3.661 1.438
H -4.747 5.465 -0.171
H -3.026 5.800 -0.133
H -3.758 5.148 -1.603
H -2.417 3.513 -0.134
H -3.779 1.632 -0.501
H -4.047 2.725 -1.866
H -6.072 3.609 -2.178
H -6.556 4.309 -0.614
H -7.418 2.906 -1.258
H -3.439 2.787 1.844
H -4.763 3.671 1.581
C -0.479 -3.787 -7.035
C -0.702 -2.815 -5.883
C 0.039 -1.480 -6.021
O 1.424 -1.540 -5.746
C 2.240 -1.992 -6.815
N -0.375 -3.484 -4.617
H 0.489 -4.282 -6.960
H -1.241 -4.565 -7.019
H -0.532 -3.280 -7.999
H -1.768 -2.567 -5.861
H -0.366 -0.791 -5.272
H -0.138 -1.031 -7.006
H 1.852 -1.648 -7.778
H 2.325 -3.081 -6.834
H 3.232 -1.571 -6.665
H -0.628 -2.877 -3.844
H 0.638 -3.560 -4.578
C 5.748 0.316 1.607
C 6.094 1.181 0.398
C 7.068 0.518 -0.585
O 8.409 0.479 -0.157
C 8.745 -0.564 0.737
N 6.560 2.483 0.872
H 6.543 0.326 2.352
H 4.851 0.699 2.098
H 5.568 -0.720 1.317
H 5.169 1.353 -0.164
H 7.076 1.113 -1.502
H 6.727 -0.493 -0.851
H 8.191 -1.479 0.502
H 8.560 -0.291 1.779
H 9.809 -0.759 0.619
H 6.666 3.119 0.088
H 7.499 2.370 1.244
*
```

Calculated values
LUMO = -5.21 eV

=====

(3)
The following is a DFT calculation (the ωB97M-V functional and the def2-TZVPD basis) of a molecular structure, C21H48NO2P2Zn.

The geometry in ORCA input format:
```
! wB97M-V def2-TZVPD RIJCOSX def2/J DEFGRID3
* xyz 1 1
Zn 0.068 -0.055 -0.091
P -1.761 1.161 1.048
P 2.162 0.109 -1.299
N -0.524 1.381 -1.605
C -2.753 1.555 -0.454
H -3.625 0.893 -0.478
H -3.148 2.575 -0.370
C -1.999 1.404 -1.781
H -2.252 0.452 -2.274
H -2.284 2.210 -2.485
C 0.252 1.380 -2.900
H 0.742 2.363 -3.026
H -0.473 1.273 -3.716
C 1.255 0.234 -2.902
H 1.964 0.338 -3.735
H 0.708 -0.712 -3.036
C 3.175 -1.425 -1.531
C 2.505 -2.619 -0.849
H 1.548 -2.887 -1.315
H 2.337 -2.413 0.219
H 3.167 -3.494 -0.911
C 3.304 1.552 -1.465
C 4.095 1.783 -0.168
H 4.298 2.859 -0.074
H 5.064 1.269 -0.189
H 3.544 1.472 0.729
C -1.786 2.757 1.990
C -1.295 2.587 3.432
H -1.040 3.582 3.825
H -0.390 1.969 3.501
H -2.073 2.170 4.086
C -2.766 -0.060 2.013
C -2.008 -0.544 3.260
H -2.313 -1.579 3.476
H -2.257 0.067 4.139
H -0.915 -0.539 3.147
C 1.163 0.829 1.392
C 4.178 1.461 -2.731
H 4.060 0.524 -3.295
H 3.914 2.280 -3.415
H 5.242 1.578 -2.488
C -3.120 3.525 1.901
H -3.362 3.989 2.867
H -3.040 4.326 1.154
H -3.973 2.898 1.615
C -4.169 0.427 2.372
H -4.695 -0.399 2.872
H -4.149 1.276 3.069
H -4.758 0.697 1.487
C 4.613 -1.283 -1.039
H 4.641 -0.964 0.011
H 5.094 -2.267 -1.101
H 5.207 -0.590 -1.643
H 3.164 -1.584 -2.621
H -2.874 -0.911 1.317
H 2.619 2.408 -1.593
H -1.027 3.347 1.448
O 1.583 0.237 2.353
H -0.212 2.194 -1.052
H 1.274 1.945 1.117
C -0.046 -4.126 1.027
C -0.669 -2.758 1.083
O -0.558 -2.046 -0.208
C -1.646 -2.273 -1.157
C -1.820 -3.717 -1.529
H 1.004 -4.074 0.731
H -0.595 -4.770 0.342
H -0.097 -4.573 2.023
H -0.147 -2.118 1.812
H -1.734 -2.800 1.360
H -2.564 -1.855 -0.721
H -1.380 -1.677 -2.037
H -2.330 -4.259 -0.731
H -2.449 -3.769 -2.419
H -0.869 -4.193 -1.782
*
```

Calculated values
LUMO = -2.12 eV

=====

(4)
The following is a DFT calculation (the ωB97M-V functional and the def2-TZVPD basis) of 3 unconnected molecules or ions with the total composition C21H49BF7N7O7P2.

The geometry in ORCA input format:
```
! wB97M-V def2-TZVPD RIJCOSX def2/J DEFGRID3
* xyz 0 1
O -0.025 -5.260 3.820
C 0.776 -4.834 3.040
O 0.426 -4.052 1.989
C -0.448 -4.652 1.010
C -1.517 -3.623 0.661
C -2.227 -3.776 -0.699
C -2.421 -5.209 -1.201
N -1.244 -5.830 -1.825
B -1.404 -6.570 -3.046
O -2.354 -6.255 -3.994
O -0.545 -7.641 -3.286
O -1.747 -2.881 -1.697
C -0.387 -2.961 -2.020
C 0.141 -1.559 -2.354
F 0.781 -1.028 -1.293
F -0.873 -0.742 -2.661
C 1.089 -1.544 -3.576
F 1.594 -0.296 -3.664
F 0.408 -1.785 -4.698
C 2.317 -2.494 -3.491
F 1.989 -3.740 -3.862
F 3.267 -2.058 -4.327
F 2.827 -2.514 -2.256
H 1.853 -5.027 3.146
H 0.178 -4.939 0.164
H -0.884 -5.562 1.428
H -1.038 -2.641 0.672
H -2.262 -3.628 1.457
H -3.243 -3.425 -0.501
H -2.725 -5.812 -0.337
H -3.281 -5.219 -1.870
H -0.790 -6.434 -1.151
H -2.497 -5.312 -4.113
H 0.163 -7.365 -3.873
H 0.252 -3.406 -1.258
H -0.266 -3.570 -2.922
C -1.144 0.986 3.660
N -2.207 0.024 3.891
C -3.409 0.392 3.150
P -2.470 -0.678 5.396
O -3.451 -1.764 5.201
N -1.017 -1.496 5.828
C -0.046 -1.805 4.786
C -1.268 -2.664 6.667
N -2.263 0.660 6.428
C -1.398 0.565 7.609
C -3.566 1.233 6.826
H -1.413 1.999 3.987
H -0.931 1.020 2.589
H -0.226 0.710 4.164
H -3.849 1.331 3.512
H -4.158 -0.394 3.232
H -3.168 0.516 2.093
H -0.508 -2.250 3.897
H 0.697 -2.507 5.171
H 0.520 -0.926 4.488
H -1.595 -3.535 6.090
H -2.040 -2.451 7.407
H -0.353 -2.921 7.208
H -1.684 -0.230 8.304
H -1.461 1.519 8.137
H -0.364 0.421 7.316
H -4.107 0.590 7.527
H -4.197 1.379 5.946
H -3.420 2.209 7.289
C 4.108 6.739 -3.671
N 2.781 6.640 -3.092
C 2.766 7.169 -1.732
P 1.782 5.316 -3.364
O 0.449 5.662 -2.835
N 1.544 5.212 -5.068
C 1.829 6.373 -5.903
C 0.247 4.636 -5.403
N 2.891 4.032 -3.237
C 2.940 2.981 -4.259
C 2.816 3.400 -1.901
H 4.858 6.168 -3.109
H 4.410 7.789 -3.673
H 4.133 6.393 -4.698
H 3.377 6.567 -1.045
H 1.747 7.202 -1.351
H 3.158 8.188 -1.728
H 1.403 7.304 -5.510
H 1.414 6.202 -6.898
H 2.897 6.513 -6.049
H -0.570 5.362 -5.325
H 0.007 3.804 -4.740
H 0.278 4.246 -6.424
H 1.984 2.470 -4.402
H 3.677 2.240 -3.945
H 3.274 3.381 -5.210
H 1.898 2.819 -1.767
H 2.850 4.164 -1.121
H 3.671 2.740 -1.752
*
```

Calculated values
ΔE to the lowest compared entry with this formula, charge and spin = 0.0 kcal/mol
SMILES = O=COCC[C@H](CNB(O)O)OCC(F)(F)C(F)(F)C(F)(F)F.CN(C)P(=O)(N(C)C)N(C)C.CN(C)P(=O)(N(C)C)N(C)C
LUMO = 0.19 eV

=====

| no. | total energy (eV) | orbital gap (eV) | F_max (Eh/bohr) |
| --- | --- | --- | --- |
| 1 | -46036.8231 | 7.34 | 0.097 |
| 2 | -54048.8519 | 5.73 | 0.015 |
| 3 | -95128.9852 | 6.52 | 0.055 |
| 4 | -85615.4378 | 8.66 | 0.081 |